(1)
ORCA calculation (ωB97M-V with the def2-TZVPD basis set) on one molecule with the formula C8H16N2O3S.

```
30
Properties=species:S:1:pos:R:3:forces:R:3
C 3.59468 -0.41484 -0.92677 0.82 -0.21 -0.04
C 2.23416 -0.58023 -0.32761 -0.71 0.40 -0.06
C 2.25382 -1.31876 0.95351 -0.58 -1.52 3.31
C 1.47281 0.78973 -0.21038 -0.60 -1.32 -0.36
N 2.07458 1.55241 0.85453 -0.56 2.15 0.05
C -0.03447 0.50856 0.05971 0.32 0.45 1.62
O -0.46451 0.37864 1.20855 0.65 0.12 -0.58
N -0.89397 0.41130 -0.97120 -1.47 0.10 0.22
C -2.36012 0.34693 -0.67255 0.51 -0.97 -1.65
C -2.66269 -1.00297 0.03856 0.09 1.63 0.70
S -4.39664 -1.52396 -0.06475 -0.02 -0.09 0.35
C -2.94704 1.67140 -0.14239 1.13 -0.89 1.24
O -2.32693 2.69041 -0.27325 -0.84 -0.09 -0.17
O -4.07602 1.57785 0.58557 -0.04 0.52 -0.25
H 3.49280 0.09874 -1.87427 0.21 -0.18 -0.53
H 4.10741 -1.40708 -1.03512 -0.41 0.95 -0.06
H 4.21081 0.24502 -0.31262 0.03 -0.18 0.17
H 1.66187 -1.23182 -0.94990 -0.63 -0.21 -1.07
H 2.32475 -2.44382 0.90571 0.42 1.09 -0.55
H 3.00983 -0.98692 1.69881 -0.17 -0.07 -0.69
H 1.29600 -1.23503 1.52817 0.52 0.27 -0.59
H 1.50617 1.26496 -1.19468 0.38 0.30 0.16
H 1.88904 2.59469 0.73180 0.25 -1.90 0.21
H 1.56805 1.28410 1.70480 0.28 0.17 -0.15
H -0.67883 0.84204 -1.84773 0.32 0.11 -0.21
H -2.72563 0.22982 -1.70440 -0.53 0.14 0.24
H -2.29305 -0.90213 1.06415 -0.42 -0.26 -0.17
H -2.07275 -1.70971 -0.47335 0.72 -0.91 -0.50
H -4.30270 -2.41210 0.95106 -0.14 0.26 -0.25
H -4.46143 0.68278 0.69604 0.50 0.15 -0.40
```
Positions in Å, forces in eV/Å.

Properties
energy above the lowest of the compared OMol25 structures with the same formula, charge and spin = 0.924 eV
energy = -28513.85542 eV
2S+1 = 1
total charge = 0

=====

(2)
ORCA calculation (ωB97M-V with the def2-TZVPD basis set) on an isolated ion of composition C5H8N5 and charge +1.

```
18
Properties=species:S:1:pos:R:3:forces:R:3
N 0.33146 1.05941 -1.04960 -0.81 -0.56 0.33
C -0.30344 0.08715 0.05115 0.04 -0.19 0.63
C 0.81396 -0.17893 1.05985 -0.33 0.17 0.12
N 1.77144 -1.10562 0.51735 0.83 0.08 -0.11
C 1.36380 -2.05700 -0.21411 0.64 0.38 0.18
N 0.02306 -2.34438 -0.41693 -0.72 -0.04 -0.60
C -0.75972 -1.35482 -0.36172 0.75 0.42 -0.11
C -2.19302 -1.33772 -0.24664 -0.29 0.38 -0.01
N -2.59456 -0.22712 0.25504 -0.89 -0.72 -0.19
N -1.56485 0.62024 0.44040 0.96 0.76 -0.12
H 1.17395 0.65768 -1.47101 -0.04 0.03 -0.01
H -0.37731 1.27236 -1.76629 0.33 -0.13 0.14
H 0.57633 1.94137 -0.57515 -0.01 -0.35 -0.22
H 1.34413 0.73233 1.34678 -0.08 0.04 0.03
H 0.40046 -0.61191 1.98155 -0.16 0.16 -0.11
H 2.09039 -2.72131 -0.65633 0.00 -0.24 -0.02
H -2.83622 -2.15368 -0.50579 -0.33 -0.09 0.04
H -1.72095 1.35822 1.10950 0.13 -0.09 0.02
```
Positions in Å, forces in eV/Å.

Properties
energy above the lowest of the compared OMol25 structures with the same formula, charge and spin = 1.423 eV
energy = -12756.25439 eV
2S+1 = 1
total charge = +1

=====

(3)
ORCA calculation (ωB97M-V with the def2-TZVPD basis set) on one molecule with the formula C5H7NO.

```
14
Properties=species:S:1:pos:R:3:forces:R:3
H 3.12682 -0.35246 -1.28540 -0.07 0.07 -0.04
N 2.12494 -0.31489 -1.10537 0.13 0.15 0.32
C 1.89636 0.01497 0.10080 -0.04 -0.13 -0.16
C 0.50970 0.03954 0.62589 0.13 0.05 0.18
C -0.29392 -1.17971 0.29006 -0.18 -0.44 0.04
O -0.45905 -2.34385 0.50758 0.09 0.63 -0.08
C -0.66845 0.04475 -0.40049 -0.10 -0.11 -0.11
C -1.97432 0.70761 -0.01229 -0.04 0.03 0.04
H 2.68413 0.22966 0.83476 -0.08 -0.03 -0.14
H 0.34864 0.53250 1.58252 0.00 -0.11 -0.12
H -0.33278 0.15056 -1.43233 -0.03 -0.07 0.14
H -1.91498 1.79633 -0.10711 0.03 -0.15 -0.01
H -2.24349 0.46729 1.02278 0.05 0.06 -0.16
H -2.78232 0.34576 -0.65526 0.11 0.06 0.09
```
Positions in Å, forces in eV/Å.

Properties
energy above the lowest of the compared OMol25 structures with the same formula, charge and spin = 2.228 eV
energy = -8833.97485 eV
2S+1 = 1
total charge = 0

=====

(4)
ORCA calculation (ωB97M-V with the def2-TZVPD basis set) on one molecule with the formula C6H13N.

```
20
Properties=species:S:1:pos:R:3:forces:R:3
C 0.09930 -2.18283 -0.03669 1.26 0.41 0.93
C 0.83476 -1.01278 -0.05381 -0.41 -1.21 -1.59
C 2.31088 -1.09730 0.25964 -0.51 0.44 1.52
C 0.31490 0.23390 -0.67207 0.06 1.58 -0.48
C -0.98581 0.73113 -0.00625 -1.66 -0.83 -1.13
C -1.42982 2.08552 -0.56543 0.07 0.13 1.76
N -1.02120 0.58751 1.43897 0.93 0.61 -0.50
H -0.04251 -2.79143 -0.92346 -1.92 0.69 -0.16
H 0.18323 -2.71227 0.91469 1.01 -0.88 -0.55
H 2.84950 -0.80433 -0.64438 -0.24 0.23 -0.08
H 2.58142 -2.13738 0.41852 0.08 0.06 0.39
H 2.62908 -0.44686 1.08088 0.27 -0.06 -0.06
H 0.03468 0.28390 -1.73400 0.33 -0.81 -0.13
H 1.06863 1.02913 -0.59123 0.08 -0.06 0.20
H -1.77718 0.10150 -0.44962 0.24 -0.50 0.26
H -0.65401 2.80333 -0.28209 0.01 0.37 -1.05
H -1.79842 1.96986 -1.58042 0.93 0.38 -0.40
H -2.32653 2.46505 -0.06060 0.02 -0.34 0.33
H -1.23796 -0.37767 1.63367 -0.25 0.19 0.52
H -1.63294 1.27201 1.85370 -0.28 -0.38 0.21
```
Positions in Å, forces in eV/Å.

Properties
energy above the lowest of the compared OMol25 structures with the same formula, charge and spin = 3.077 eV
energy = -7919.75636 eV
2S+1 = 1
total charge = 0

=====

(5)
ORCA calculation (ωB97M-V with the def2-TZVPD basis set) on C32H83N8O15V as an isolated structure.

```
139
Properties=species:S:1:pos:R:3:forces:R:3
V -0.43079 -2.89997 -1.95726 1.12 2.27 0.04
N -0.13366 -0.25621 0.09081 0.73 0.95 -1.15
O -0.11779 -1.35300 -0.50781 -0.80 -3.93 -0.63
O -0.78832 -0.06627 1.06104 -1.86 -0.37 2.30
O 0.55923 0.59522 -0.40057 1.60 2.04 -0.88
C -1.13176 -4.46093 3.93852 0.83 0.74 -1.09
O -2.03493 -3.40352 4.09045 -1.80 0.96 0.02
C -2.42538 -2.64513 2.89674 2.32 -0.35 -0.03
C -3.44545 -1.55657 3.16446 -0.50 -1.55 0.21
N -4.58003 -2.22470 3.76629 -1.17 0.87 1.22
C -5.26299 -1.28617 4.72021 -0.56 -1.90 -0.15
C -6.33701 -2.08969 5.50410 -0.25 -0.19 -1.20
O -5.76467 -2.82467 6.55169 0.13 0.29 -0.07
C -6.06066 -2.29968 7.81766 0.68 -0.75 0.25
H -1.14141 -5.17278 4.76392 -0.36 0.32 0.08
H -0.14233 -4.01321 3.84542 0.48 -0.26 0.25
H -1.27101 -4.98774 2.99450 -0.40 -0.35 -0.14
H -2.65737 -3.36404 2.11096 -0.85 -0.15 0.01
H -1.53181 -2.16351 2.49966 0.34 0.21 0.07
H -3.82520 -1.13788 2.23248 0.57 0.25 -0.26
H -3.06414 -0.76911 3.81453 0.45 0.12 -0.03
H -4.21860 -2.95203 4.36666 0.10 -0.32 0.07
H -5.69469 -0.46339 4.15033 0.08 0.13 0.18
H -4.52017 -0.98442 5.45863 -0.05 0.71 0.07
H -6.80601 -2.85721 4.88843 0.26 0.08 -0.69
H -7.21076 -1.51123 5.80418 0.26 0.54 0.48
H -7.13106 -2.36711 8.01211 -0.08 0.14 0.21
H -5.68594 -1.28557 7.95647 -0.10 0.23 -0.06
H -5.49721 -2.96899 8.46778 -0.30 0.22 0.51
C 2.39917 2.99542 -1.95295 0.18 -0.14 0.61
O 2.84354 2.04531 -2.90734 0.12 -0.15 -0.61
C 3.57513 0.94695 -2.36576 0.59 -0.36 -0.06
C 4.87757 1.31033 -1.57506 -1.12 1.17 -0.93
N 5.74888 2.18321 -2.37581 -2.05 -0.97 -0.39
C 7.01884 2.59980 -1.91506 0.78 0.00 -0.27
C 7.33348 4.00710 -2.44094 0.61 -1.74 0.70
O 6.52862 4.93674 -1.79533 -0.04 0.33 -0.71
C 7.10338 6.22668 -1.91360 -0.83 0.20 1.54
H 1.56371 3.59384 -2.31626 0.15 -0.14 -0.54
H 3.22192 3.66305 -1.69710 -0.05 0.12 0.23
H 2.01806 2.47787 -1.07261 0.12 0.04 0.29
H 3.81378 0.27502 -3.19017 0.11 0.32 -0.43
H 2.86891 0.37804 -1.76105 0.16 0.07 0.66
H 5.41582 0.42542 -1.23547 -0.07 -0.13 -0.19
H 4.43797 1.79199 -0.70165 0.55 0.32 0.64
H 5.26061 2.93480 -2.84143 -0.33 -0.17 0.28
H 7.74637 1.88513 -2.29985 0.56 0.14 -0.20
H 7.15542 2.53277 -0.83573 -0.28 0.46 0.33
H 7.22849 4.05207 -3.52494 -0.09 -0.02 -0.25
H 8.38681 4.14470 -2.19667 0.27 0.42 -0.06
H 8.06976 6.18208 -1.41138 0.27 0.38 -0.22
H 6.42183 6.82293 -1.30690 0.27 0.43 -0.07
H 7.16432 6.68589 -2.90027 0.03 -0.50 -0.32
C -3.12751 1.52182 -1.69287 0.23 0.54 0.33
O -2.93538 2.90645 -1.44041 0.40 -0.15 -0.30
C -1.69190 3.29470 -0.83138 -0.49 -0.53 0.74
C -1.81153 4.70493 -0.29877 -0.29 -0.45 -0.26
N -2.01543 5.63253 -1.37122 1.82 2.23 -1.43
C -0.72824 6.11920 -2.01146 -1.27 -0.42 0.32
C -0.94444 7.13583 -3.10655 -0.71 -0.20 -0.42
O -1.86304 6.65484 -4.10171 0.40 -0.29 0.77
C -2.11962 7.60689 -5.09086 -0.04 0.50 -0.28
H -2.48875 1.02367 -2.42221 0.79 0.53 -0.42
H -4.11811 1.42443 -2.13708 -0.21 -0.09 0.63
H -2.93925 0.97386 -0.76961 -0.61 -0.27 0.22
H -0.88390 3.20974 -1.55802 0.18 0.03 -0.18
H -1.43284 2.69120 0.03855 -0.16 -0.65 -0.06
H -0.92995 4.90623 0.30983 0.22 0.26 -0.23
H -2.64923 4.82906 0.38749 -0.15 -0.52 0.09
H -2.46723 5.17689 -2.15119 -0.59 -0.11 0.17
H -0.20460 5.26121 -2.43307 0.43 -0.13 -0.07
H -0.07582 6.63658 -1.30806 -0.08 -0.31 0.40
H 0.02386 7.34863 -3.55956 0.21 0.04 -0.23
H -1.31235 8.07292 -2.68868 -0.24 0.10 0.09
H -1.21622 7.84910 -5.65058 0.19 -0.06 -0.23
H -2.48357 8.54975 -4.68264 -0.10 0.14 0.31
H -2.88988 7.25570 -5.77751 0.13 -0.30 0.11
C 3.24179 -4.61118 3.98171 0.97 -0.42 0.17
O 2.45399 -3.48113 4.29193 -0.44 -1.39 0.21
C 2.58740 -2.48628 3.34047 0.54 1.16 -0.73
C 1.42619 -1.53448 3.28509 -1.15 0.32 1.49
N 0.95691 -1.03737 4.60970 1.22 0.10 -1.20
C 0.15329 0.17573 4.46658 0.32 -0.89 2.49
C -0.40262 0.55729 5.88622 -1.05 0.18 -1.51
O -1.72597 0.02593 6.04764 -0.17 -0.83 0.58
C -1.81075 -1.29199 6.65256 0.35 0.85 0.40
H 4.30108 -4.35612 3.95077 0.22 0.36 -0.24
H 3.00723 -5.11775 3.04552 -0.40 0.40 -0.43
H 3.23491 -5.42645 4.70517 -0.76 0.49 0.59
H 2.66880 -2.85938 2.31955 0.04 -0.65 -0.28
H 3.50922 -1.92103 3.47772 0.30 0.09 0.42
H 0.60077 -2.00084 2.74722 -0.25 -0.19 -0.22
H 1.69726 -0.65239 2.70498 0.24 0.01 -0.07
H 0.46533 -1.74632 5.13491 -0.05 -0.16 -0.16
H -0.70553 -0.02710 3.82675 -0.15 0.54 -0.23
H 0.78327 1.00647 4.14863 -0.08 -0.16 -0.47
H -0.50991 1.64151 5.85378 -0.28 0.08 0.22
H 0.20945 0.33040 6.75915 0.37 -0.38 -0.29
H -2.72542 -1.40344 7.23486 -0.37 0.41 -0.34
H -1.04019 -1.37526 7.41899 0.40 -0.19 -0.12
H -1.77263 -2.12454 5.95007 0.19 0.21 -0.23
C -1.15436 -7.17103 -6.78331 0.16 -1.94 -0.57
O -1.11520 -6.35048 -5.65851 0.06 1.78 0.68
C -1.10498 -4.95334 -6.03089 -0.15 -0.06 0.64
C -1.23946 -3.98966 -4.81869 -0.92 -1.35 0.83
N -0.23386 -4.18782 -3.72309 -0.09 0.58 -1.72
C 1.09053 -3.97813 -4.37537 1.60 -0.52 2.37
C 2.09949 -3.87429 -3.17139 -0.82 0.61 -2.14
O 1.66130 -2.77744 -2.35865 1.44 -1.01 1.21
C 2.75648 -2.38920 -1.45133 -0.82 1.37 0.82
H -1.18406 -8.22385 -6.50259 0.01 0.05 0.83
H -0.23722 -7.16239 -7.37228 -0.02 0.74 -0.34
H -2.06114 -7.12251 -7.38621 0.01 0.88 -0.20
H -1.97348 -4.77027 -6.66357 0.05 0.18 -0.23
H -0.18795 -4.70522 -6.56529 0.02 -0.15 -0.33
H -2.18374 -4.19838 -4.31584 -0.37 0.06 -0.30
H -1.24475 -2.93830 -5.10630 0.23 -0.21 -0.23
H -0.26956 -5.17961 -3.53555 -0.09 -0.44 0.20
H 1.15322 -3.09485 -5.01098 -0.39 -0.07 0.14
H 1.34072 -4.89639 -4.90668 0.14 0.26 -0.38
H 3.08880 -3.58553 -3.52632 0.11 -0.59 -0.02
H 2.06186 -4.85089 -2.68877 0.39 0.14 0.56
H 2.44379 -1.46752 -0.96058 -0.40 -0.06 -0.16
H 3.67733 -2.10258 -1.95926 -0.17 -0.57 -0.53
H 2.94782 -3.06268 -0.61592 -0.13 -0.65 -0.48
C -0.41342 -0.31983 -3.96432 -1.90 -1.61 1.22
O -0.29753 -1.30369 -3.21021 -0.53 -0.85 -0.48
N -1.38719 -0.09498 -4.80552 -3.66 -1.64 -2.71
N 0.30091 0.70917 -3.91027 4.53 3.88 0.96
H -1.47727 0.77300 -5.31405 -0.03 -0.30 0.23
H -2.08136 -0.79751 -5.01691 0.16 0.17 0.10
H 0.16958 1.42081 -4.61484 0.52 0.11 0.56
H 0.99978 0.83011 -3.19121 0.28 0.27 -0.13
C -2.46931 2.37617 3.25901 -0.35 -0.32 -0.13
O -1.18380 2.40193 2.69921 0.77 0.60 -0.12
H -2.98149 3.32372 3.09194 0.03 0.02 -0.20
H -2.99537 1.56489 2.75584 -0.65 0.07 0.29
H -2.45494 2.20842 4.33593 0.05 -0.21 0.11
H -1.00933 1.54139 2.31110 0.15 -0.02 -0.09
```
Positions in Å, forces in eV/Å.

Properties
expectation value of S² = 3.754
energy = -102833.58045 eV
2S+1 = 4
total charge = +1

=====

(6)
ORCA calculation (ωB97M-V with the def2-TZVPD basis set) on a 2-piece molecular cluster, C6H8BrN2S overall.

```
18
Properties=species:S:1:pos:R:3:forces:R:3
C 3.15735 -0.95455 0.72786 0.85 0.36 -0.06
C 2.35706 -0.04848 0.13447 1.06 1.69 -0.67
C 1.02456 -1.49193 1.02974 -0.37 0.30 -0.24
C -2.99376 -0.96248 0.01564 2.32 4.09 0.31
C -2.31585 0.07927 0.13976 -2.37 -4.02 -0.65
C -2.21194 2.20690 -1.51187 -2.28 1.24 3.28
N 1.07763 -0.39572 0.31102 -3.17 1.72 -0.59
N 2.27714 -1.85921 1.28819 -0.26 -0.96 0.74
S -1.39147 1.47530 -0.02004 -0.64 0.60 -0.20
Br 2.81415 1.60296 -0.62433 -0.05 -0.47 0.00
H 4.25948 -0.86238 0.75226 -1.01 -0.79 0.37
H -3.72310 -1.70780 -0.16896 -0.08 -0.43 0.23
H 0.05515 -1.87695 1.30238 0.37 -0.65 0.35
H -1.75512 3.17716 -1.61904 -0.49 0.96 0.74
H -3.38411 2.18672 -1.34193 2.74 0.18 -0.55
H -1.84751 1.82387 -2.36473 0.60 -2.54 -2.98
H 0.15806 0.26007 0.05182 2.25 -1.40 0.22
H 2.44227 -2.65276 1.89776 0.53 0.14 -0.28
```
Positions in Å, forces in eV/Å.

Properties
energy above the lowest of the compared OMol25 structures with the same formula, charge and spin = 0.546 eV
energy = -90200.22606 eV
2S+1 = 1
total charge = +1

=====

(7)
ORCA calculation (ωB97M-V with the def2-TZVPD basis set) on an isolated ion of composition C3H8N5S and charge +1.

```
17
Properties=species:S:1:pos:R:3:forces:R:3
C -2.33440 1.51240 -0.65011 0.16 -0.10 -1.06
C 0.87721 0.81280 0.65050 -0.09 0.59 0.46
C 1.47816 -1.25469 -0.65286 0.53 -0.81 -0.42
N -1.33396 0.84802 -1.06014 0.42 0.96 0.39
N -3.08081 1.19920 0.41623 -0.07 0.71 0.91
N -3.68969 0.22225 0.81284 -0.43 0.09 1.29
N 0.58665 -0.18464 -0.33539 -4.36 1.18 -2.16
N -0.55569 -0.08314 -1.12636 3.83 -2.12 1.58
S -4.05382 -1.13817 -0.02580 -0.01 -0.63 -0.96
H -2.54340 2.46467 -1.12305 -0.01 0.02 -0.01
H 1.91744 0.72175 0.95300 -0.03 -0.01 -0.06
H 0.70936 1.81234 0.23711 0.07 -0.06 -0.01
H 0.23961 0.69405 1.53207 0.05 -0.01 -0.05
H 2.35876 -0.88460 -1.18718 -0.10 0.01 0.07
H 1.80540 -1.74380 0.26712 -0.10 0.07 -0.06
H 0.96011 -1.98043 -1.28026 0.06 0.11 0.08
H -4.80468 -1.63248 0.97028 0.08 0.00 0.00
```
Positions in Å, forces in eV/Å.

Properties
energy above the lowest of the compared OMol25 structures with the same formula, charge and spin = 4.719 eV
energy = -21514.51689 eV
2S+1 = 1
total charge = +1

=====

(8)
ORCA calculation (ωB97M-V with the def2-TZVPD basis set) on a 2-piece molecular cluster, H2N3O2S overall.

```
8
Properties=species:S:1:pos:R:3:forces:R:3
N -1.09187 -0.89584 1.05378 2.92 -0.99 -1.51
N 0.19682 -0.85705 1.69514 1.48 1.18 -5.59
N 0.76434 0.71210 -1.85359 0.17 -2.08 -1.19
O 1.92086 1.04635 -2.04897 0.12 0.93 0.41
O 1.08168 -0.71932 0.77309 -2.95 -1.28 4.39
S -0.34824 1.58147 -1.02311 -0.44 1.30 0.61
H -0.91186 -0.72922 -0.00895 -0.35 0.03 2.16
H -1.61174 -0.13849 1.41262 -0.96 0.90 0.72
```
Positions in Å, forces in eV/Å.

Properties
energy above the lowest of the compared OMol25 structures with the same formula, charge and spin = 2.010 eV
energy = -19429.29296 eV
2S+1 = 1
total charge = -1

=====

- Which formula does entry 8 have?
  H2N3O2S

=====

- Look up the 2S+1 of the fifth one.
  4